Entry from the OMol25 dataset: a structure of composition C26H34N2ReS2Si2 (ωB97M-V/def2-TZVPD).

```
! wB97M-V def2-TZVPD RIJCOSX def2/J DEFGRID3
* xyz 0 2
Re 0.05295 -0.01108 0.05923
C -0.75974 -0.59499 -2.88344
N 0.15924 0.36267 -2.18513
C -0.28203 1.78889 -2.43827
C -0.79873 2.55056 -1.22184
N 0.01271 2.28219 -0.01982
C 1.37796 2.84031 -0.16012
C -0.57347 2.77555 1.22165
C -1.16660 4.02614 1.29406
C -1.68029 4.47824 2.50224
C -1.56624 3.68934 3.63736
C -0.95602 2.44655 3.56514
C -0.46929 1.97183 2.35514
S 0.23120 0.32589 2.22521
C 1.48888 0.15503 -2.79289
C 1.67196 0.39262 -4.15246
C 2.90961 0.19154 -4.73535
C 3.96800 -0.25886 -3.95213
C 3.78183 -0.50328 -2.60691
C 2.53722 -0.29476 -2.00347
S 2.30862 -0.61477 -0.28816
H -0.89207 -0.29632 -3.92685
H -1.72618 -0.62288 -2.39462
H -0.30981 -1.58217 -2.84597
H -1.07341 1.78825 -3.19141
H 0.56282 2.31715 -2.87396
H -1.82296 2.28619 -0.98883
H -0.77939 3.61705 -1.48933
H 1.32306 3.92902 -0.25532
H 1.86726 2.40912 -1.03192
H 1.95933 2.56848 0.71785
H -1.23413 4.64969 0.41169
H -2.16031 5.44625 2.55282
H -1.96141 4.03947 4.58181
H -0.88143 1.82252 4.44673
H 0.84550 0.74188 -4.75900
H 3.04759 0.37801 -5.79164
H 4.94029 -0.42518 -4.39720
H 4.60109 -0.86289 -1.99740
C -3.65998 0.53234 -1.25458
Si -2.53419 -0.31206 0.03785
C -3.26445 0.37352 1.64487
C -3.00070 -2.13582 -0.01481
C -4.33278 -2.56662 -0.08582
C -4.65064 -3.91218 -0.08499
C -3.63138 -4.85844 -0.01241
C -2.31468 -4.44395 0.06576
C -1.97759 -3.08423 0.06824
Si -0.18712 -2.48717 0.21163
C 0.44613 -3.14102 1.86564
C 0.72865 -3.51802 -1.09692
H -4.67341 0.16892 -1.06218
H -3.45144 0.33241 -2.30749
H -3.70412 1.61593 -1.11951
H -4.33059 0.12532 1.65355
H -3.17226 1.45932 1.72331
H -2.80087 -0.07266 2.52491
H -5.13914 -1.84178 -0.13839
H -5.68512 -4.22860 -0.14070
H -3.87204 -5.91471 -0.01540
H -1.53283 -5.19457 0.12600
H 0.31372 -4.22427 1.93596
H -0.08098 -2.68295 2.70445
H 1.51185 -2.92239 1.97555
H 0.73958 -4.56644 -0.78366
H 1.76377 -3.19317 -1.20327
H 0.25473 -3.49729 -2.08048
*
```

For the molecular weight, the calculation gives 681.09 g mol⁻¹. The calculation puts the strongest force on any atom at 0.0159 hartree/bohr. Its HOMO energy (spin up / spin down) is -0.259 / -0.268 hartree. The total energy comes out at -70051.63362 eV. The HOMO-LUMO gap (spin up / spin down) is 6.329 / 6.910 eV.

Entry from the OMol25 dataset: a cluster of 6 separate species, C26H34N7O4 in total (ωB97M-V/def2-TZVPD).

```
! wB97M-V def2-TZVPD RIJCOSX def2/J DEFGRID3
* xyz -1 1
C -5.47939 0.71720 1.00833
C -5.53906 1.65034 0.08383
O -5.83108 1.32000 -1.23256
C -4.75851 1.15375 -2.06155
O -4.96028 0.74277 -3.17026
N -3.51881 1.52660 -1.51740
C -2.75457 2.32508 -2.45840
N -1.77480 3.10121 -1.71344
C -2.38440 3.95755 -0.70767
C -2.73687 0.38432 -0.94928
O -2.36698 0.51882 0.21985
O -2.55287 -0.59632 -1.69067
H -5.17965 0.94766 2.01334
H -5.73475 -0.29299 0.72626
H -5.41367 2.68589 0.36121
H -3.41182 2.95375 -3.07037
H -2.20868 1.67784 -3.15088
H -1.29265 3.70410 -2.36760
H -2.84762 3.37119 0.07627
H -3.14018 4.63070 -1.14076
H -1.61773 4.56591 -0.23166
N 0.41815 -0.75308 0.46641
C 0.98464 -1.38416 1.53428
C 2.00750 -0.59802 1.99983
C 2.05390 0.55835 1.17719
C 1.05506 0.42775 0.24239
H -0.36305 -1.09549 -0.07483
H 0.61597 -2.33761 1.87119
H 2.64668 -0.82716 2.83834
H 2.73489 1.39173 1.25863
H 0.74524 1.07670 -0.55884
N 3.81954 4.28039 -0.59885
C 3.21568 5.36345 -0.01669
C 1.87162 5.28100 -0.27078
C 1.65726 4.10152 -1.03536
C 2.87328 3.51047 -1.22168
H 4.80112 4.08070 -0.57122
H 3.79080 6.09190 0.52883
H 1.12447 5.98377 0.05827
H 0.72008 3.72105 -1.40432
H 3.14658 2.60512 -1.73632
N 5.25974 0.34579 2.99442
C 6.26273 -0.33087 3.62991
C 6.65311 0.41291 4.71228
C 5.84794 1.58393 4.73071
C 4.99730 1.50997 3.65903
H 4.78131 0.03479 2.16581
H 6.61126 -1.27949 3.25937
H 7.42675 0.14684 5.41314
H 5.88689 2.38596 5.44867
H 4.23001 2.18234 3.31466
N 0.16465 -5.23810 2.89564
C -0.06352 -6.49739 2.41415
C 1.07489 -7.23348 2.60403
C 2.02789 -6.38371 3.22851
C 1.43573 -5.16082 3.39596
H -0.49828 -4.48495 2.88185
H -1.01211 -6.75957 1.97852
H 1.21034 -8.26531 2.32634
H 3.03227 -6.64096 3.52031
H 1.80710 -4.24583 3.82470
N -3.05209 -2.07858 -4.37471
C -2.23908 -3.15936 -4.53333
C -2.67942 -3.86914 -5.62391
C -3.80670 -3.17790 -6.14286
C -4.00568 -2.07626 -5.34650
H -2.96095 -1.38378 -3.64029
H -1.41858 -3.33361 -3.85873
H -2.24272 -4.77843 -6.00405
H -4.40164 -3.45481 -6.99804
H -4.74419 -1.29393 -5.38865
*
```

For the molecular weight, the calculation gives 508.60 g mol⁻¹. The calculation puts the strongest force on any atom at 0.0329 hartree/bohr. Its HOMO energy is -0.201 hartree. Its energy above the lowest of the compared OMol25 structures with the same formula, charge and spin is 0.0 kcal/mol. The total energy comes out at -46134.65763 eV. The HOMO-LUMO gap is 7.875 eV.

Entry from the OMol25 dataset: a structure of composition C26H34N9Os (ωB97M-V/def2-TZVPD).

```
! wB97M-V def2-TZVPD RIJCOSX def2/J DEFGRID3
* xyz 1 1
Os -1.07870 0.23569 -0.49844
C -1.75399 4.42140 1.73932
N -1.94555 3.21910 2.53508
C -1.60667 3.38909 3.94539
C -1.71199 2.01853 1.90719
N -1.15014 1.89346 0.76066
N -2.21583 0.91847 2.58373
C -2.04587 -0.42932 2.30844
N -2.50412 -1.22913 3.33178
N -1.60193 -0.86624 1.19227
H -2.23228 5.25188 2.25477
H -2.22681 4.30537 0.76366
H -0.69360 4.67056 1.60490
H -2.28766 4.10901 4.39651
H -0.58224 3.75930 4.05557
H -1.68437 2.45073 4.48726
H -0.75765 2.76071 0.41346
H -2.90568 1.12363 3.28841
H -2.24547 -0.96565 4.26948
H -2.47042 -2.22115 3.16152
H -1.47302 -1.87246 1.19516
C -1.91930 -2.04583 -2.50079
N -0.84228 -1.42503 -1.75127
C 0.35605 -1.91414 -1.79700
C 1.34183 -1.28219 -0.98848
C 2.72077 -1.42627 -0.80512
C 3.09292 -0.43041 0.10470
C 1.92942 0.28127 0.42897
N 0.87770 -0.23733 -0.22267
C -2.91151 -2.68213 -1.54792
C -2.45870 -3.58909 -0.59203
C -3.34588 -4.19315 0.28410
C -4.70070 -3.88966 0.22297
C -5.15971 -2.99595 -0.73129
C -4.26833 -2.39962 -1.61540
H -1.52939 -2.80108 -3.19225
H -2.40964 -1.27830 -3.09978
H 0.58864 -2.76798 -2.43041
H 3.35443 -2.17511 -1.25445
H 4.07847 -0.24867 0.50162
H 1.81175 1.11539 1.10390
H -1.40392 -3.83668 -0.55586
H -2.98720 -4.91635 1.00671
H -5.39586 -4.36168 0.90443
H -6.21531 -2.76637 -0.79422
H -4.63536 -1.70793 -2.36498
C -3.26901 1.12849 -1.60749
C -2.71052 2.50211 -1.89456
C -3.56985 3.58744 -1.92382
C -3.11012 4.85045 -2.27638
C -1.77499 5.02532 -2.58489
C -0.86937 3.96507 -2.55049
C 0.59336 4.22614 -2.79706
C -1.35861 2.69564 -2.22670
N -0.56792 1.54196 -2.05528
H -4.31028 1.22449 -1.29380
H -2.92140 0.44941 -0.76468
H -3.26278 0.51736 -2.51084
H -4.61569 3.44158 -1.68074
H -3.78982 5.69126 -2.30088
H -1.40689 6.01280 -2.83640
H 0.78840 5.29690 -2.78140
H 0.92463 3.84744 -3.76586
H 1.21529 3.76252 -2.02890
C 2.87175 0.67378 -3.57621
C 1.52717 1.01478 -3.14489
N 0.53260 1.38645 -2.70366
H 3.38470 0.22612 -2.72181
H 3.39265 1.58239 -3.87830
H 2.85734 -0.03107 -4.40554
*
```

For the molecular weight, the calculation gives 662.85 g mol⁻¹. The calculation puts the strongest force on any atom at 0.0059 hartree/bohr. Its HOMO energy is -0.328 hartree. Its energy above the lowest of the compared OMol25 structures with the same formula, charge and spin is 13.8 kcal/mol. The total energy comes out at -43386.66688 eV. The HOMO-LUMO gap is 6.998 eV.

Entry from the OMol25 dataset: a structure of composition C26H34NSW (ωB97M-V/def2-TZVPD).

```
! wB97M-V def2-TZVPD RIJCOSX def2/J DEFGRID3
* xyz 1 3
C 1.33446 -2.43783 0.54079
C 2.31367 -1.76181 -0.27874
C 1.78487 -1.65642 -1.60673
C 0.46521 -2.21928 -1.61065
C 0.19259 -2.71845 -0.28663
W 0.47223 -0.53906 -0.13083
C -2.15862 1.58767 -0.48891
C -1.81017 0.88735 0.67050
H -1.71601 1.42244 1.61561
C -1.52020 -0.53397 0.73109
H -2.07461 -1.20317 0.06597
H -1.39884 -0.96661 1.73045
C -2.69574 2.99202 -0.42487
H -2.21516 3.58828 0.35773
H -2.51591 3.48722 -1.38232
H -3.78150 3.01230 -0.25294
C -2.65536 0.84396 -1.70642
H -2.29227 -0.18873 -1.79705
H -3.75753 0.80032 -1.75623
H -2.32028 1.36345 -2.61070
C 3.71345 -1.40489 0.10151
H 3.89400 -1.55268 1.17192
H 4.42410 -2.03680 -0.45352
H 3.95407 -0.36258 -0.14355
C 2.56061 -1.18820 -2.79215
H 2.89831 -0.15266 -2.67867
H 3.45553 -1.80455 -2.94903
H 1.96626 -1.24189 -3.70570
C -0.43677 -2.39253 -2.78487
H -0.33874 -1.57055 -3.49746
H -0.20961 -3.32628 -3.31978
H -1.48728 -2.43032 -2.47525
C -0.99318 -3.54029 0.11176
H -1.88327 -3.27992 -0.47716
H -0.78990 -4.60876 -0.06067
H -1.23670 -3.41315 1.17505
C 1.52659 -2.95784 1.92929
H 0.57788 -2.96561 2.48504
H 1.88936 -3.99789 1.89311
H 2.26096 -2.36445 2.49036
C 0.27229 1.18276 -1.53647
C -0.06946 2.41100 -0.98768
C 0.35016 1.10120 -2.93928
C 0.16516 3.60196 -1.70229
H -0.06761 2.41449 0.11516
C 0.40708 2.27302 -3.69669
H 0.40755 0.13629 -3.44575
C 0.36211 3.52854 -3.07637
H 0.15739 4.56533 -1.19067
H 0.56222 2.19795 -4.77692
H 0.47647 4.44281 -3.67230
S 1.61264 0.49006 1.70739
C 0.56101 0.86422 3.06594
N 0.28524 -0.13672 3.97025
C -0.56866 0.05453 5.02707
C -1.08000 1.30903 5.26261
C -0.75349 2.37044 4.40085
C 0.08892 2.14407 3.31702
H 0.70955 -1.04958 3.81709
H -0.79550 -0.83239 5.61526
H -1.72410 1.47239 6.12139
H -1.15453 3.36189 4.57873
H 0.39909 2.92888 2.62632
*
```

For the molecular weight, the calculation gives 576.47 g mol⁻¹. The calculation puts the strongest force on any atom at 0.1079 hartree/bohr. Its HOMO energy (spin up / spin down) is -0.346 / -0.362 hartree. Its energy above the lowest of the compared OMol25 structures with the same formula, charge and spin is 60.0 kcal/mol. The total energy comes out at -41655.83459 eV. The HOMO-LUMO gap (spin up / spin down) is 5.606 / 6.055 eV.